w:
DFT (ωB97M-V/def2-TZVPD) results for 2 unconnected molecules or ions with the total composition C2H6N3O.

Summary:
orbital gap: 11.19 eV
lowest unoccupied orbital energy: -0.13240 hartree
total charge: +1
HOMO: -14.79 eV

Element x y z (Å)
C1 -1.46585 0.03804 0.23852
C2 0.66662 -0.30948 0.05256
N1 -1.87037 1.15687 -0.19885
N2 1.52548 0.63262 -0.05672
N3 1.07848 -1.54551 -0.04342
O1 -1.90856 -0.96039 0.62568
H1 -2.83860 1.04033 -0.20000
H2 2.53190 0.61539 0.08581
H3 1.17242 1.60404 0.02524
H4 2.10880 -1.79966 0.07882
H5 0.52971 -2.27160 0.37928
H6 -1.53004 1.79934 -0.98692

x:
DFT (ωB97M-V/def2-TZVPD) results for 2 unconnected molecules or ions with the total composition C2H6N3O.

Summary:
orbital gap: 11.26 eV
lowest unoccupied orbital energy: -0.14803 hartree
total charge: +1
HOMO: -15.29 eV

Element x y z (Å)
C1 -2.24976 -0.02877 0.17989
C2 0.55163 1.07788 0.34495
N1 -2.52391 1.04533 -0.16916
N2 0.33022 0.22050 -0.52761
N3 0.58252 -1.22470 -0.35787
O1 -2.10342 -1.15667 0.34584
H1 0.35829 2.13735 0.11874
H2 0.72096 0.92727 1.44237
H3 -3.09324 1.83633 0.04901
H4 1.00081 -1.46035 -1.34213
H5 -0.38862 -1.67391 -0.30596
H6 1.04934 -1.79317 0.43856

Which of them is least stable? Easy: x.

w:
DFT (ωB97M-V/def2-TZVPD) results for 2 unconnected molecules or ions with the total composition C2H6NO.

Summary:
orbital gap (alpha / beta): 10.01 / 9.57 eV
lowest unoccupied orbital energy (alpha / beta): -0.18885 / -0.21978 hartree
total charge: +1
HOMO (alpha / beta): -15.14 / -15.55 eV

Element x y z (Å)
C1 0.56209 0.88423 0.43815
C2 0.17441 -0.07240 -0.56695
N1 -0.33913 -0.22051 0.81684
O1 -0.77311 0.24661 -1.44092
H1 1.56614 0.99957 0.93766
H2 0.10826 1.75728 0.18442
H3 1.12386 -2.11287 -0.95649
H4 0.03746 -0.89515 1.56296
H5 -1.28424 -0.04592 0.85312
H6 -1.17576 -0.54083 -1.82877

x:
DFT (ωB97M-V/def2-TZVPD) results for 2 unconnected molecules or ions with the total composition C2H6NO.

Summary:
orbital gap (alpha / beta): 8.83 / 8.82 eV
lowest unoccupied orbital energy (alpha / beta): -0.17133 / -0.17128 hartree
total charge: +1
HOMO (alpha / beta): -13.50 / -13.48 eV

Element x y z (Å)
C1 0.65367 1.08628 -0.46504
C2 -0.20498 -0.07331 -0.36825
N1 -0.27356 -0.79056 1.02703
O1 1.16592 1.95574 0.10547
H1 0.26150 1.17250 -2.44990
H2 -1.10425 0.41187 -0.84806
H3 0.15403 -0.83017 -0.97207
H4 0.71281 -1.03173 1.28154
H5 -0.73514 -1.64924 0.85415
H6 -0.63000 -0.25137 1.83514

y:
DFT (ωB97M-V/def2-TZVPD) results for a gas-phase ion, C2H6NO (charge +1).

Summary:
SMILES: O[C@H]1C[NH2+]1
orbital gap: 12.46 eV
lowest unoccupied orbital energy: -0.13340 hartree
total charge: +1
HOMO: -16.09 eV

Element x y z (Å)
C1 -0.98495 -0.25989 0.30649
C2 0.26944 -0.15728 -0.44312
N1 -0.16607 0.92854 0.39615
O1 1.63492 -0.74063 -0.24327
H1 -1.99163 -0.27894 -0.20976
H2 -1.12440 -0.93632 1.24609
H3 0.36652 0.04905 -1.57826
H4 -0.41999 1.80551 0.02139
H5 0.43637 1.09161 1.19937
H6 1.97979 -1.50165 -0.69507

Which of them is least stable? Easy: w.

w:
DFT (ωB97M-V/def2-TZVPD) results for 2 unconnected molecules or ions with the total composition C18H21NO2.

Summary:
orbital gap: 4.86 eV
lowest unoccupied orbital energy: -0.02860 hartree
total charge: 0
HOMO: -5.64 eV

Element x y z (Å)
C1 -3.22648 -0.40455 2.81400
O1 -2.27808 0.66645 2.77929
C2 -0.95196 0.37092 2.79468
C3 -0.00839 1.44259 2.81866
C4 1.33008 1.23034 2.81882
C5 1.86136 -0.10919 2.61439
O2 3.02947 -0.31878 2.13765
C6 0.91446 -1.17996 2.87847
C7 -0.43004 -0.94804 2.85091
H1 -4.20113 0.10092 2.80134
H2 -3.13579 -1.06461 1.92685
H3 -3.13094 -1.01443 3.73653
H4 -0.45878 2.45479 2.80166
H5 2.01038 2.09049 2.85150
H6 1.31808 -2.20449 2.93052
H7 -1.12115 -1.80924 2.86944
C8 7.34131 -3.63289 2.22145
N1 6.96092 -2.56296 1.30553
C9 8.03941 -1.85358 0.60333
C10 5.68210 -2.17573 1.23122
C11 5.24167 -1.10205 0.45551
C12 3.87987 -0.89390 0.22545
C13 3.41736 0.10411 -0.71721
C14 2.22949 -0.06694 -1.48372
C15 1.81327 0.90438 -2.39771
C16 2.53580 2.09632 -2.54010
C17 3.71952 2.28371 -1.80881
C18 4.14727 1.30675 -0.89995
H8 8.40429 -3.83650 2.09725
H9 7.13706 -3.38883 3.28016
H10 6.75271 -4.53332 1.99509
H11 8.95888 -2.41812 0.79880
H12 7.79034 -1.84138 -0.47657
H13 8.13517 -0.80475 0.96357
H14 4.94194 -2.80710 1.75853
H15 5.98127 -0.40025 0.03979
H16 3.18657 -1.74446 0.41989
H17 1.68410 -1.00376 -1.37852
H18 0.88823 0.75306 -2.95794
H19 2.18508 2.87364 -3.21617
H20 4.28455 3.21790 -1.89822
H21 5.07845 1.45220 -0.33043

x:
DFT (ωB97M-V/def2-TZVPD) results for C18H21NO2 in the gas phase.

Summary:
SMILES: CC[C@H](C(=O)NCc1ccccc1OC)c1ccccc1
orbital gap: 9.28 eV
lowest unoccupied orbital energy: 0.02894 hartree
total charge: 0
HOMO: -8.49 eV

Element x y z (Å)
C1 -1.54547 -3.67080 -1.75889
C2 -2.45761 -2.47990 -2.01940
H1 -2.41320 -2.22665 -3.08036
H2 -3.48803 -2.75108 -1.77469
C3 -2.09256 -1.21414 -1.22186
C4 -2.03430 -1.47669 0.26211
C5 -3.14951 -1.25474 1.06030
C6 -3.10664 -1.50713 2.42034
C7 -1.94435 -1.98331 3.00192
C8 -0.82722 -2.20850 2.21552
C9 -0.87130 -1.95742 0.85540
H3 0.00303 -2.13528 0.24657
H4 0.08379 -2.57971 2.66193
H5 -1.90953 -2.17860 4.06348
H6 -3.98257 -1.32979 3.02725
H7 -4.06065 -0.88246 0.61235
C10 -0.77646 -0.59343 -1.69719
O1 -0.03094 -1.08976 -2.51284
N1 -0.53654 0.60589 -1.11778
H8 -1.18073 0.96439 -0.43062
C11 0.66677 1.36435 -1.35333
C12 1.45255 1.65364 -0.10120
C13 1.23111 0.98524 1.08887
C14 1.97491 1.27800 2.22157
C15 2.95238 2.25046 2.16321
C16 3.19383 2.93122 0.98007
C17 2.45137 2.63944 -0.15578
O2 2.61118 3.25225 -1.36534
C18 3.60311 4.24117 -1.49367
H9 4.60092 3.83894 -1.29205
H10 3.55303 4.57337 -2.52949
H11 3.41294 5.09246 -0.83173
H12 3.96422 3.68564 0.95692
H13 3.53866 2.48809 3.03828
H14 1.78634 0.74505 3.14083
H15 0.47239 0.21841 1.13591
H16 1.27462 0.77485 -2.04811
H17 0.42614 2.31371 -1.84711
H18 -2.87911 -0.47274 -1.41455
H19 -0.52014 -3.41461 -2.00807
H20 -1.59494 -3.98115 -0.71745
H21 -1.85147 -4.50869 -2.38134

Which of them is least stable? Easy: w.

w:
DFT (ωB97M-V/def2-TZVPD) results for 2 unconnected molecules or ions with the total composition C3H7F2NO.

Summary:
SMILES: CC(C)=O.FNF
orbital gap: 10.87 eV
lowest unoccupied orbital energy: 0.02540 hartree
total charge: 0
HOMO: -10.18 eV

Element x y z (Å)
C1 -0.76709 1.01220 0.80541
C2 -1.45289 -1.14871 -0.40076
C3 -0.66386 0.09160 -0.43666
N1 2.84477 0.10391 -0.52066
O1 0.11832 0.35106 -1.32921
F1 2.73972 1.04992 0.54884
F2 2.81646 -1.07942 0.00108
H1 -0.35079 0.56153 1.86258
H2 -1.82738 1.19079 1.07486
H3 -0.27939 1.96809 0.76117
H4 -2.01657 -1.24099 0.58291
H5 -2.19478 -0.99764 -1.26766
H6 -0.87611 -2.01345 -0.68246
H7 1.90958 0.15111 -0.99946

x:
DFT (ωB97M-V/def2-TZVPD) results for C3H7F2NO in the gas phase.

Summary:
SMILES: CN(C)OC(F)F
orbital gap: 9.76 eV
lowest unoccupied orbital energy: 0.03732 hartree
total charge: 0
HOMO: -8.75 eV

Element x y z (Å)
C1 -0.94801 0.19587 0.85257
C2 0.36923 -0.16506 -1.25795
C3 2.53385 0.29505 1.21897
N1 0.30662 -0.03252 0.19349
O1 1.20531 0.94545 0.72863
F1 3.09159 1.10845 2.10766
F2 3.37826 0.20284 0.19242
H1 -1.87498 -0.10317 0.33371
H2 -1.00229 -0.41081 1.75374
H3 -1.00375 1.31849 1.13015
H4 -0.15703 -1.13161 -1.68525
H5 -0.14285 0.73538 -1.71635
H6 1.37097 -0.28597 -1.44402
H7 2.27393 -0.60684 1.76771

Which of them is least stable? Easy: w.

w:
DFT (ωB97M-V/def2-TZVPD) results for a gas-phase ion, C5H9N3 (charge +2).

Summary:
SMILES: CC#[N+]/C=C(/N)C=[NH2+]
orbital gap (alpha / beta): 6.77 / 6.73 eV
lowest unoccupied orbital energy (alpha / beta): -0.39576 / -0.39653 hartree
total charge: +2
HOMO (alpha / beta): -17.54 / -17.52 eV

Element x y z (Å)
C1 -0.29764 1.63729 -0.11294
C2 -1.33942 0.71712 -0.13831
C3 1.63630 0.19254 -0.17471
C4 -0.77794 -0.65079 -0.20907
C5 2.81734 -0.48048 0.14696
N1 0.97011 1.15316 -0.29173
N2 -2.43539 1.18071 0.45904
N3 -1.35445 -1.84612 -0.43302
H1 -0.43657 2.67353 -0.28159
H2 0.23505 -0.95097 -0.15720
H3 3.50345 0.19087 0.52915
H4 3.45551 -0.76547 -0.76591
H5 2.66596 -1.07943 1.02863
H6 -2.09687 2.11220 0.63321
H7 -2.29403 -2.15583 -0.10818
H8 -0.73899 -2.72232 -0.58198
H9 -3.51243 0.79401 0.45765

x:
DFT (ωB97M-V/def2-TZVPD) results for a gas-phase ion, C5H9N3 (charge +2).

Summary:
orbital gap: 8.47 eV
lowest unoccupied orbital energy: -0.44675 hartree
total charge: +2
HOMO: -20.63 eV

Element x y z (Å)
C1 0.92606 -1.75002 0.14364
C2 0.21343 -0.74795 -0.62650
C3 0.62077 -0.23324 1.64817
C4 0.85628 0.39289 2.97542
C5 -1.02963 0.34978 -2.59134
N1 0.99270 -1.46814 1.40230
N2 -0.10181 0.28579 0.66706
N3 -0.15247 -0.54718 -1.85556
H1 1.49111 -2.71240 -0.22524
H2 0.83280 1.53126 2.84582
H3 1.81464 0.07922 3.44373
H4 -0.01253 0.04941 3.51486
H5 -0.45700 1.16319 -3.06277
H6 -1.23496 -0.23456 -3.51330
H7 -1.81301 0.72929 -1.79998
H8 -0.56371 1.25146 0.66497
H9 0.34799 -1.00022 -2.61951

Which of them is least stable? Easy: w.

w:
DFT (ωB97M-V/def2-TZVPD) results for a molecular structure, H22O27S4Zn3.

Summary:
orbital gap: 2.96 eV
lowest unoccupied orbital energy: 0.07138 hartree
total charge: -2
HOMO: -1.02 eV

Element x y z (Å)
Zn1 -1.22942 2.00063 -0.96581
Zn2 -2.39014 -1.39470 -1.54519
Zn3 2.54995 -0.75795 -1.67439
S1 0.73393 4.70767 -1.22733
O1 0.05409 3.51204 -0.77876
O2 2.07275 4.27580 -1.56696
O3 0.17216 5.37233 -2.36290
O4 0.90518 5.52291 -0.05044
S2 -3.53157 1.21552 0.00773
O5 -4.85548 1.54902 -0.44221
O6 -3.70050 0.37292 1.16970
O7 -2.69830 0.39995 -0.93204
O8 -2.67324 2.29199 0.24630
S3 -0.05152 0.02918 -3.30046
O9 -0.24097 1.07254 -2.33269
O10 0.09612 0.57704 -4.62817
O11 1.07387 -0.77707 -2.85920
O12 -1.23634 -0.79099 -3.29436
S4 0.18501 -0.41132 0.39178
O13 1.58597 -0.61081 -0.02484
O14 -0.08708 1.05198 0.30825
O15 -0.79197 -1.14224 -0.48167
O16 0.06334 -0.83566 1.81740
O17 -1.64211 -3.34874 -2.13416
H1 -1.54613 -4.15428 -1.62610
H2 -0.96476 -3.40780 -2.80790
O18 -3.30711 -2.16720 0.08726
H3 -3.53391 -1.53460 0.76889
H4 -3.89437 -2.90716 0.24157
O19 4.29736 -0.71086 -0.38372
H5 4.80949 0.09779 -0.37822
H6 4.71381 -1.26319 0.27789
O20 -2.42127 -1.01942 2.93770
H7 -1.51515 -0.90885 2.64971
H8 -2.92718 -0.44317 2.36480
O21 -1.35706 3.38097 2.47158
H9 -0.68242 2.71982 2.62641
H10 -2.02893 2.92428 1.96537
O22 2.67286 -2.80481 -1.26643
H11 3.48420 -3.19076 -0.93629
H12 2.15759 -3.55227 -1.56981
O23 2.62274 0.31727 2.17669
H13 1.89973 -0.13203 2.61443
H14 2.63684 -0.05370 1.29441
O24 0.52868 -2.38848 3.77401
H15 0.25268 -1.78512 3.08407
H16 0.17557 -3.23692 3.50627
O25 1.75888 2.76972 1.36616
H17 1.33570 3.45660 0.85104
H18 1.25503 1.97933 1.17210
O26 2.69548 1.34410 -1.58990
H19 2.04104 2.03686 -1.50043
H20 3.53102 1.78026 -1.42292
O27 -0.90190 -3.80357 1.65441
H21 -0.86092 -2.91041 1.31264
H22 -1.29132 -4.31444 0.94477

x:
DFT (ωB97M-V/def2-TZVPD) results for a molecular structure, H22O27S4Zn3.

Summary:
orbital gap: 4.50 eV
lowest unoccupied orbital energy: 0.07402 hartree
total charge: -2
HOMO: -2.48 eV

Element x y z (Å)
Zn1 -2.46967 -1.97147 -0.20897
Zn2 -1.03588 2.92534 -0.29055
Zn3 1.52373 0.09199 2.35620
S1 0.27268 -0.27404 -0.62857
O1 0.01211 1.18565 -0.57873
O2 0.84886 -0.69972 0.66037
O3 -0.92657 -0.99664 -0.94683
O4 1.27554 -0.53198 -1.72208
S2 -1.55890 1.65719 2.41245
O5 -1.88756 2.06208 1.05735
O6 -1.39043 2.91967 3.12069
O7 -2.65394 0.87533 3.00549
O8 -0.33299 0.85371 2.51626
S3 -3.30313 3.55630 -1.40362
O9 -2.52952 2.33220 -1.58835
O10 -4.66319 3.39356 -0.85693
O11 -2.44853 4.25336 -0.45365
O12 -3.40911 4.36207 -2.57968
S4 0.70541 -2.67740 4.17108
O13 -0.00447 -2.41657 5.39967
O14 -0.10643 -3.61350 3.41530
O15 0.87295 -1.41650 3.43586
O16 1.98979 -3.26969 4.51982
O17 3.61877 -0.73768 -2.54931
H1 2.69577 -0.67830 -2.30278
H2 4.01809 -1.26657 -1.85862
O18 2.36867 1.59825 1.16668
H3 2.38070 2.48561 1.52539
H4 2.31066 1.72308 0.21944
O19 0.83482 -1.48904 -4.11414
H5 0.62579 -0.87230 -3.41258
H6 0.42480 -2.31005 -3.84201
O20 -1.38128 -1.80546 1.54536
H7 -1.21216 -0.91961 1.86614
H8 -0.70052 -2.34186 1.95167
O21 0.27314 3.62142 -1.83467
H9 1.15875 3.27506 -1.72537
H10 0.39932 4.47961 -2.23942
O22 1.59857 -3.24091 -0.03349
H11 1.41490 -2.31909 0.14752
H12 1.83572 -3.60991 0.81728
O23 -1.46115 -3.65389 -0.79172
H13 -1.24297 -4.46898 -0.33978
H14 -0.78165 -3.56039 -1.45939
O24 -1.66824 0.34425 -3.20547
H15 -2.04127 1.07410 -2.71111
H16 -1.41281 -0.29223 -2.53773
O25 3.21460 -1.08126 1.99277
H17 3.53143 -1.71919 2.63221
H18 3.93789 -0.98253 1.37364
O26 2.30233 2.21474 -1.48123
H19 1.81613 1.39043 -1.46271
H20 3.01866 2.05708 -2.09625
O27 -3.41792 -0.19872 0.04996
H21 -4.31133 0.05959 -0.17658
H22 -2.92900 0.62386 0.07373

Which of them is least stable? Easy: x.